<one>
This record from the Open Molecules 2025 dataset describes C43H32BiCl4N4O6Sb2 as an isolated structure. The level of theory is ωB97M-V with the def2-TZVPD basis set.

```
92
Properties=species:S:1:pos:R:3
Bi 0.08447 -0.12766 0.50084
Cl -4.97134 1.19876 6.10036
C -3.86414 1.14969 4.75156
C -3.37731 2.34400 4.22004
C -2.51238 2.32219 3.15731
Cl -1.91809 3.81855 2.52740
C -2.07884 1.11298 2.54098
O -1.26710 1.20455 1.53746
C -2.60452 -0.07574 3.10393
C -2.35115 -1.40648 2.57816
O -1.80204 -1.68905 1.52660
C -3.47464 -0.04037 4.20721
H -3.67145 3.29219 4.64866
H -2.74349 -2.22621 3.20582
H -3.84757 -0.97327 4.61159
Cl 0.28750 7.09157 0.96374
C 0.67172 5.38457 0.87420
C 1.40500 4.80327 1.89244
C 1.68800 3.45114 1.83105
Cl 2.59798 2.71275 3.11193
C 1.26550 2.66210 0.75605
O 1.59618 1.38189 0.66295
C 0.52595 3.28582 -0.25877
C 0.06404 2.45967 -1.43538
O -0.42285 1.24734 -1.19134
C 0.22535 4.63525 -0.19785
H 1.73772 5.38788 2.73829
H -0.59780 3.07094 -2.06378
H -0.34831 5.10161 -0.98846
C 0.89240 -1.54842 -2.79316
C -0.05686 -2.74014 -2.77877
C -1.15775 -2.71501 -1.71832
Sb -2.56204 -1.01947 -1.60109
C -4.26638 -2.30792 -1.85865
C -5.41131 -2.01159 -1.11971
C -6.55634 -2.79480 -1.21510
C -6.57315 -3.89411 -2.05853
C -5.44262 -4.20438 -2.80311
C -4.30251 -3.42006 -2.69993
C -2.46391 -0.33504 -3.61885
C -2.41688 -1.14383 -4.75231
C -2.35345 -0.58812 -6.02312
C -2.34026 0.79095 -6.18040
C -2.40034 1.61059 -5.06352
C -2.46154 1.04926 -3.79447
Sb 2.49089 -1.43259 -1.31337
C 2.36288 -3.45504 -0.60867
C 2.76716 -4.56134 -1.35514
C 2.63983 -5.84728 -0.84858
C 2.10754 -6.04937 0.41875
C 1.71439 -4.95972 1.18025
C 1.84640 -3.67514 0.66727
C 4.13231 -1.73133 -2.62430
C 4.01603 -2.36849 -3.85804
C 5.13174 -2.56742 -4.66073
C 6.37792 -2.12531 -4.24060
C 6.50484 -1.48170 -3.01885
C 5.38809 -1.28413 -2.21704
H 0.34561 -0.60734 -2.69690
H 1.42105 -1.48225 -3.74463
H 0.51436 -3.66609 -2.65014
H -0.52628 -2.80887 -3.76360
H -0.72903 -2.82256 -0.71639
H -1.81206 -3.57669 -1.84828
H -5.41561 -1.15427 -0.45458
H -7.43188 -2.54521 -0.62854
H -7.46033 -4.51025 -2.13404
H -5.44746 -5.06279 -3.46382
H -3.43410 -3.69192 -3.28805
H -2.44144 -2.22167 -4.65851
H -2.31279 -1.23439 -6.89145
H -2.28277 1.22424 -7.17106
H -2.39121 2.68745 -5.17776
H -2.49174 1.69768 -2.92575
H 3.19722 -4.42590 -2.34069
H 2.96386 -6.69336 -1.44265
H 2.01261 -7.05238 0.81523
H 1.32132 -5.10109 2.17874
H 1.55510 -2.84014 1.29936
H 3.05141 -2.71710 -4.20648
H 5.02527 -3.06741 -5.61563
H 7.24742 -2.27925 -4.86725
H 7.47323 -1.12719 -2.68892
H 5.50210 -0.77241 -1.26831
O 1.65891 3.42024 -2.95124
N 1.33061 2.37692 -2.42730
O 1.88312 1.31408 -2.59946
N 3.58585 -3.19786 4.80804
C 3.12947 -2.19803 4.44339
N 2.68623 -1.01344 4.07800
C 1.66550 -0.79058 3.36694
N 0.70845 -0.48920 2.75209
```

Calculated values
- LUMO: 1.74 eV
- Total charge: -1
- E_HOMO: -5.88 eV
- 2S+1: 1
- Gap between HOMO and LUMO: 7.620 eV

<two>
This record from the Open Molecules 2025 dataset describes C43H32BiCl4N4O6Sb2 as an isolated structure. The level of theory is ωB97M-V with the def2-TZVPD basis set.

```
92
Properties=species:S:1:pos:R:3
Bi -0.12837 0.04356 -0.24757
Cl 1.62187 6.96302 1.14922
C 1.67591 5.22208 1.01564
C 1.47027 4.44615 2.14954
C 1.47607 3.07333 2.04533
Cl 1.22653 2.12490 3.47340
C 1.66855 2.41170 0.81385
O 1.59827 1.10625 0.71969
C 1.97197 3.23209 -0.29430
C 2.44080 2.69197 -1.58562
O 2.77003 1.55408 -1.82746
C 1.94248 4.62385 -0.19145
H 1.28894 4.91361 3.10745
H 2.53373 3.46932 -2.37184
H 2.14218 5.22736 -1.06874
Cl -7.06598 2.83456 0.68972
C -5.36522 2.47949 0.54748
C -4.43566 3.34073 1.13280
C -3.09920 3.05473 1.05676
Cl -1.95622 4.14332 1.76494
C -2.59975 1.88328 0.42213
O -1.32118 1.66924 0.49651
C -3.56488 1.07494 -0.23098
C -3.27125 -0.05225 -1.09137
O -2.18215 -0.48473 -1.44911
C -4.93592 1.37999 -0.13417
H -4.76365 4.23280 1.64779
H -4.16613 -0.54142 -1.50594
H -5.65266 0.73291 -0.62344
C 3.20065 -1.57178 -1.08885
C 3.45489 -2.95384 -0.43834
C 3.73092 -2.89502 1.07347
Sb 2.00426 -2.39800 2.27398
C 2.78302 -2.96106 4.20489
C 3.39693 -4.18870 4.44643
C 3.69870 -4.58504 5.73969
C 3.38209 -3.76305 6.81570
C 2.77732 -2.53784 6.58885
C 2.48180 -2.13995 5.28857
C 1.17529 -4.41892 2.19494
C 0.12808 -4.67489 3.08273
C -0.36710 -5.95758 3.26156
C 0.17938 -7.02017 2.55240
C 1.21527 -6.78252 1.66303
C 1.70560 -5.49244 1.48660
Sb 1.69192 -1.36130 -2.65822
C 2.91968 -2.51500 -4.01786
C 3.61205 -1.83394 -5.01829
C 4.48705 -2.50152 -5.86783
C 4.67560 -3.86772 -5.73048
C 3.98768 -4.55961 -4.74180
C 3.12113 -3.88857 -3.89009
C 0.33826 -3.02287 -2.32970
C -0.25390 -3.36456 -1.12209
C -1.26762 -4.31334 -1.04191
C -1.69888 -4.95203 -2.19005
C -1.11325 -4.63450 -3.41242
C -0.11961 -3.67211 -3.48242
H 4.08704 -1.24416 -1.63379
H 3.00005 -0.79779 -0.34525
H 4.33101 -3.39418 -0.92268
H 2.62671 -3.63659 -0.64057
H 4.49868 -2.14362 1.27349
H 4.10063 -3.85229 1.44852
H 3.62687 -4.85544 3.62344
H 4.16755 -5.54660 5.91043
H 3.59951 -4.08391 7.82693
H 2.52429 -1.89221 7.42067
H 1.99880 -1.18305 5.12351
H -0.30900 -3.86119 3.65233
H -1.17669 -6.12830 3.96058
H -0.19484 -8.02580 2.69951
H 1.65361 -7.60236 1.10642
H 2.52054 -5.35007 0.78928
H 3.46688 -0.76599 -5.14046
H 5.01941 -1.95349 -6.63555
H 5.35937 -4.39264 -6.38592
H 4.12597 -5.62864 -4.63272
H 2.59431 -4.44588 -3.12485
H 0.06258 -2.91955 -0.18706
H -1.70696 -4.53265 -0.07628
H -2.48563 -5.69454 -2.13996
H -1.43241 -5.14242 -4.31463
H 0.30890 -3.43104 -4.44886
O -1.07023 -0.03296 2.76544
N -1.92051 -0.78827 2.34670
O -1.76757 -1.14132 1.12309
N -3.96504 3.53187 -3.59595
C -2.91274 3.44645 -3.12039
N -1.71077 3.44932 -2.58665
C -1.00242 2.44608 -2.29748
N -0.26422 1.57644 -2.01332
```

Calculated values
- LUMO: 1.86 eV
- Total charge: -1
- E_HOMO: -5.92 eV
- 2S+1: 1
- Gap between HOMO and LUMO: 7.784 eV

Which one is most stable, and which one is least stable? <one> is the most stable of them, while <two> is the least stable.

<one>
This record from the Open Molecules 2025 dataset describes a 2-piece molecular cluster, C3H12NO2 overall. The level of theory is ωB97M-V with the def2-TZVPD basis set.

```
18
Properties=species:S:1:pos:R:3
O 1.16590 1.35261 1.65260
C 1.01864 -0.02564 1.62576
C -0.52000 -0.33012 1.59362
N -1.26661 0.48635 0.56243
C -2.23682 -0.26908 -0.29073
H 2.08650 1.51480 1.84508
H 1.29819 -0.56403 2.58769
H 1.55169 -0.46366 0.81492
H -0.74977 -1.34339 1.25614
H -0.96563 -0.04684 2.54788
H -1.56288 1.39499 0.99071
H -0.45288 0.59383 -0.00304
H -3.16703 -0.53034 0.03932
H -2.27455 0.34880 -1.15704
H -1.87299 -1.25225 -0.65073
H 2.74398 0.12461 -5.12170
H 2.49824 -0.96564 -4.13268
O 2.70603 -0.02501 -4.16022
```

Calculated values
- LUMO: -3.24 eV
- Total charge: +1
- E_HOMO: -13.92 eV
- 2S+1: 1
- Gap between HOMO and LUMO: 10.675 eV

<two>
This record from the Open Molecules 2025 dataset describes a 3-piece molecular cluster, C3H12NO2 overall. The level of theory is ωB97M-V with the def2-TZVPD basis set.

```
18
Properties=species:S:1:pos:R:3
C 0.21214 -1.67206 -1.26078
C -0.82852 -0.64730 -1.74273
C -2.40473 0.02313 0.09670
N -1.34243 0.14222 -0.63671
H 1.21123 -1.46907 -1.60212
H 0.20649 -1.74002 -0.16371
H -0.08633 -2.72336 -1.40885
H -0.36679 0.09066 -2.44971
H -1.66852 -1.20263 -2.19622
H -2.48479 0.84132 0.79133
H -3.08060 -0.80420 -0.14446
H -0.41558 0.51345 0.02902
H 2.49522 2.53265 2.56829
H 2.20040 1.74330 3.85127
O 2.01264 1.76198 2.90029
H 2.07130 0.46914 0.16348
H 1.12584 1.47105 0.87994
O 1.14303 0.66972 0.32498
```

Calculated values
- LUMO: -4.59 eV
- Total charge: +1
- E_HOMO: -15.10 eV
- 2S+1: 1
- Gap between HOMO and LUMO: 10.512 eV

Which one is most stable, and which one is least stable? <one> is the most stable of them, while <two> is the least stable.

<one>
This record from the Open Molecules 2025 dataset describes a 3-piece molecular cluster, C3H12NO2 overall. The level of theory is ωB97M-V with the def2-TZVPD basis set.

```
18
Properties=species:S:1:pos:R:3
C 1.08046 2.01762 -0.05640
C -0.04202 1.05328 0.03656
C -1.10694 1.11128 0.81474
N 0.30659 -0.32125 -0.50882
H 1.92571 1.77001 0.58622
H 0.77017 3.00709 0.24303
H 1.45957 2.04957 -1.08316
H -2.05744 0.59395 0.69631
H -1.21293 1.74189 1.69430
H 1.26690 -0.20448 -0.82192
H 0.19078 -0.98461 0.26231
H -0.38135 -0.60659 -1.22191
H 0.77753 -2.04589 2.45802
H 2.15171 -1.56924 2.03943
O 1.22709 -1.54238 1.76791
H -2.13504 -2.18454 -3.05888
H -2.26439 -2.23655 -1.57219
O -1.95640 -1.64919 -2.27553
```

Calculated values
- LUMO: -3.31 eV
- Total charge: +1
- E_HOMO: -13.94 eV
- 2S+1: 1
- Gap between HOMO and LUMO: 10.628 eV

<two>
This record from the Open Molecules 2025 dataset describes a 3-piece molecular cluster, C3H12NO2 overall. The level of theory is ωB97M-V with the def2-TZVPD basis set.

```
18
Properties=species:S:1:pos:R:3
C -0.68752 -1.03537 1.84632
C -1.52136 -0.27956 0.86854
C -0.62781 1.67484 -0.40675
N -0.60741 0.39582 -0.09066
H -0.30535 -2.01934 1.43517
H 0.23190 -0.41425 2.06096
H -1.12143 -1.26291 2.79332
H -2.16076 -1.01689 0.25172
H -2.17680 0.55892 1.23007
H -0.35671 2.08016 -1.40073
H -0.99782 2.34701 0.30628
H 0.14698 -0.08046 -0.56073
H 2.78273 1.50441 0.10707
H 2.98818 -0.06952 -0.27233
O 2.33824 0.63308 -0.05951
H 1.36914 -0.78780 -3.00019
H 0.00587 -1.28878 -2.82836
O 0.69993 -0.93937 -2.28021
```

Calculated values
- LUMO: -4.97 eV
- Total charge: +1
- E_HOMO: -15.37 eV
- 2S+1: 1
- Gap between HOMO and LUMO: 10.401 eV

Which one is most stable, and which one is least stable? <one> is the most stable of them, while <two> is the least stable.

<one>
This record from the Open Molecules 2025 dataset describes a 3-piece molecular cluster, C3H12NO2 overall. The level of theory is ωB97M-V with the def2-TZVPD basis set.

```
18
Properties=species:S:1:pos:R:3
C 2.52585 0.99581 1.08031
C 1.41496 1.11292 0.04272
C 0.20838 -0.64759 1.27236
N 0.30087 0.14118 0.29307
H 2.18831 1.25827 2.07244
H 3.07494 0.06372 0.93463
H 3.25075 1.71879 0.74307
H 0.91427 2.07727 0.06279
H 1.80014 0.85309 -0.93717
H -0.71961 -1.18722 1.44404
H 0.99821 -0.89286 1.95318
H -0.32858 0.07808 -0.50727
H -1.51199 -0.60089 -2.91577
H -0.97678 0.81062 -2.98769
O -0.91119 0.00076 -2.46324
H -2.68224 -1.97925 -0.31190
H -3.51228 -1.54732 0.89613
O -2.75026 -1.29014 0.35779
```

Calculated values
- LUMO: -4.26 eV
- Total charge: +1
- E_HOMO: -15.42 eV
- 2S+1: 1
- Gap between HOMO and LUMO: 11.162 eV

<two>
This record from the Open Molecules 2025 dataset describes a 2-piece molecular cluster, C3H12NO2 overall. The level of theory is ωB97M-V with the def2-TZVPD basis set.

```
18
Properties=species:S:1:pos:R:3
C 0.63429 0.76243 2.75557
O 1.76041 0.86651 3.60858
H 0.25874 -0.26541 2.71571
H -0.13752 1.42510 3.12651
H 0.87834 1.09182 1.73993
H 2.55873 0.80479 3.07836
C 0.22979 -0.18142 -0.75538
O 1.60014 -0.36188 -0.97536
C -0.43897 -0.64487 -2.03463
N -1.94061 -0.41171 -1.91350
H -0.00442 0.87302 -0.55057
H -0.13828 -0.75681 0.09866
H 2.07868 -0.35472 -0.13898
H -0.11406 -0.06040 -2.89196
H -0.31802 -1.71170 -2.16950
H -2.15530 0.58374 -1.82982
H -2.33616 -0.90871 -1.11152
H -2.41578 -0.74978 -2.75209
```

Calculated values
- LUMO: -4.09 eV
- Total charge: +1
- E_HOMO: -13.19 eV
- 2S+1: 1
- Gap between HOMO and LUMO: 9.102 eV

Which one is most stable, and which one is least stable? <one> is the most stable of them, while <two> is the least stable.